A) # C2H10NO2S

3 unconnected molecules or ions with the total composition C2H10NO2S (ωB97M-V/def2-TZVPD, the OMol25 dataset).

Values from the calculation:
Lowest unoccupied orbital energy = 0.1344 Ha
Total charge = -1

```
16
C2H10NO2S, DFT ωB97M-V/def2-TZVPD
H -2.87 0.68 -3.04
H 1.20 -1.86 2.44
O 1.50 -2.56 3.19
H 0.87 -3.26 3.35
H 1.45 -1.73 -0.34
C 1.45 0.47 -0.49
S 0.15 1.79 -0.31
H 0.53 0.17 1.29
C 0.74 -0.91 -0.26
O -3.84 0.64 -3.08
H -4.05 1.39 -2.52
H -0.70 -0.74 1.02
H 2.08 0.87 -1.30
N 0.37 -0.81 1.18
H 2.15 0.62 0.35
H -0.10 -0.97 -0.93
```

=====

B) # C2H10NO2S

3 unconnected molecules or ions with the total composition C2H10NO2S (ωB97M-V/def2-TZVPD, the OMol25 dataset).

Values from the calculation:
Lowest unoccupied orbital energy = 0.1229 Ha
Total charge = -1

```
16
C2H10NO2S, DFT ωB97M-V/def2-TZVPD
C -0.69 -0.28 -0.27
O 3.03 -1.46 0.94
H 2.21 -1.76 1.32
H -1.94 -1.76 0.30
N -1.23 -1.62 -0.40
H -0.45 -2.27 -0.29
H -1.32 1.78 -0.07
H 1.44 2.28 0.70
H -2.00 0.95 -1.51
H -0.12 -0.13 -1.20
O 2.03 2.17 -0.02
H 1.53 1.58 -0.62
C -1.75 0.85 -0.45
H -0.06 -0.09 0.60
S -3.35 0.41 0.42
H 2.67 -0.66 0.56
```

=====

C) # C2H10NO2S

3 unconnected molecules or ions with the total composition C2H10NO2S (ωB97M-V/def2-TZVPD, the OMol25 dataset).

Values from the calculation:
Lowest unoccupied orbital energy = 0.1357 Ha
Total charge = -1

```
16
C2H10NO2S, DFT ωB97M-V/def2-TZVPD
H -0.10 1.15 -1.55
S -1.07 -1.03 -1.96
H 0.90 -1.63 0.56
H 1.31 -1.14 3.94
N 0.10 -1.17 0.98
H -0.73 0.86 0.65
H 0.74 2.54 -0.42
C 0.09 0.15 -1.15
H 1.15 -0.10 -1.37
O 0.38 -0.95 3.81
H -0.69 -1.75 0.74
H 0.29 -0.87 2.83
H 0.90 0.67 0.91
O 1.05 3.42 -0.67
H 0.92 3.31 -1.62
C 0.05 0.14 0.43
```

=====

D) # C2H10NO2S

3 unconnected molecules or ions with the total composition C2H10NO2S (ωB97M-V/def2-TZVPD, the OMol25 dataset).

Values from the calculation:
Lowest unoccupied orbital energy = 0.1167 Ha
Total charge = -1

```
16
C2H10NO2S, DFT ωB97M-V/def2-TZVPD
H -0.63 2.73 1.16
H 1.83 1.43 -2.42
H -0.54 0.28 0.33
C -0.48 -0.62 -0.29
H -0.95 -0.36 -1.25
H 1.69 0.14 -1.46
O -0.07 3.20 1.76
N 0.94 -1.03 -0.37
H -0.25 4.11 1.56
H -2.42 -1.27 0.48
H -1.39 -2.55 -0.16
S -0.84 -1.92 2.16
H 1.36 -1.06 0.56
C -1.40 -1.66 0.42
H 0.83 -2.07 -0.44
O 2.33 0.66 -2.05
```

=====

Taking the most stable structure as the zero point, the relative energies in hartree are A) 0.0240; B) 0.0113; C) 0.0000; D) 0.0034.

=====

A) # C6H12O3

A molecular structure, C6H12O3 (ωB97M-V/def2-TZVPD, the OMol25 dataset).

Values from the calculation:
Lowest unoccupied orbital energy = -0.0129 Ha

```
21
C6H12O3, DFT ωB97M-V/def2-TZVPD
H 0.62 0.01 -3.15
H -0.69 -1.62 -2.21
C -0.26 1.88 0.85
H -2.43 0.78 2.11
H -0.86 -1.56 -0.53
H -1.08 2.53 1.15
H -1.28 -0.11 -1.49
H -0.12 1.94 -0.23
H 1.80 0.43 -0.42
C 1.07 -0.22 -2.18
C -1.65 0.07 1.87
C 0.55 -0.51 0.99
O 1.62 0.80 -1.57
O 0.39 -1.73 1.53
H -1.80 -0.95 2.18
C -0.58 -0.93 -1.37
H 1.64 -1.15 -2.16
H 0.66 2.24 1.30
C -0.53 0.47 1.27
O 1.73 -0.16 0.67
H 1.21 -2.22 1.39
```

=====

B) # C6H12O3

2 unconnected molecules or ions with the total composition C6H12O3 (ωB97M-V/def2-TZVPD, the OMol25 dataset).

Values from the calculation:
Lowest unoccupied orbital energy = 0.0232 Ha
Structure (SMILES) = C=C(C)[C@@H](C)O.O=CO

```
21
C6H12O3, DFT ωB97M-V/def2-TZVPD
H -2.36 1.78 -1.50
C 1.12 -2.61 -0.45
H -1.90 3.19 0.41
C -1.49 1.14 -1.35
H 1.27 1.36 0.71
C -0.67 1.59 -0.19
H -0.54 -1.24 0.83
O 2.19 -2.05 -0.37
H -1.84 0.11 -1.19
C 0.54 0.77 0.12
H 1.01 -0.73 1.72
H -0.87 1.13 -2.25
H 1.86 -0.30 -0.80
H -0.57 0.03 1.91
H 1.34 -3.65 1.12
C -1.00 2.63 0.57
H 0.39 -2.46 -1.26
H -0.39 2.93 1.41
O 1.13 0.32 -1.04
O 0.67 -3.50 0.42
C 0.10 -0.44 1.19
```

=====

C) # C6H12O3

2 unconnected molecules or ions with the total composition C6H12O3 (ωB97M-V/def2-TZVPD, the OMol25 dataset).

Values from the calculation:
Lowest unoccupied orbital energy (alpha / beta) = 0.0176 / 0.0222 Ha

```
21
C6H12O3, DFT ωB97M-V/def2-TZVPD
H 1.67 0.17 -2.21
O 1.03 1.22 2.07
H 1.09 2.69 0.40
C -1.42 -0.40 -0.07
C 1.41 0.85 0.82
C 0.87 -0.57 -2.21
H 1.15 -1.33 -2.95
O 0.33 -1.38 1.46
C 0.15 -0.69 0.27
C 0.72 -1.20 -0.87
H -2.99 0.95 0.52
H -1.30 1.65 0.51
H 1.01 0.43 2.63
H 1.20 -2.16 -0.77
H 1.11 -1.94 1.36
H -0.05 -0.10 -2.56
H -2.06 -1.25 0.18
H -1.81 0.58 1.80
H -1.66 -0.18 -1.11
C -1.93 0.79 0.73
O 1.46 1.87 0.00
```

=====

Taking the most stable structure as the zero point, the relative energies in hartree are A) 0.0801; B) 0.0000; C) 0.1361.

=====

A) # C4H12N2O

A gas-phase ion, C4H12N2O (charge -1) (ωB97M-V/def2-TZVPD, the OMol25 dataset).

Values from the calculation:
Lowest unoccupied orbital energy (alpha / beta) = 0.1285 / 0.1285 Ha
Expectation value of S² = 0.750
Total charge = -1
Spin multiplicity = 2

```
19
C4H12N2O, DFT ωB97M-V/def2-TZVPD
C 0.79 -1.16 -0.38
C -2.07 1.03 0.87
O -3.47 1.12 0.55
H 0.13 -1.41 -1.23
N 2.63 0.44 0.08
H -1.55 1.95 0.58
H 2.62 -0.92 -1.51
H 3.09 -0.16 0.76
C -1.34 -0.03 0.03
H -3.79 0.22 0.71
H 1.37 0.32 -1.67
N -0.04 -0.33 0.55
H -1.26 0.22 -1.05
C 1.90 -0.33 -0.97
H -2.01 0.79 1.93
H 3.42 0.91 -0.35
H 0.96 -2.10 0.15
H 0.61 0.36 0.89
H -1.98 -0.92 0.06
```

=====

B) # C4H12N2O

2 unconnected molecules or ions with the total composition C4H12N2O (ωB97M-V/def2-TZVPD, the OMol25 dataset).

Values from the calculation:
Lowest unoccupied orbital energy (alpha / beta) = 0.1490 / 0.1453 Ha
Expectation value of S² = 0.755
Total charge = -1
Spin multiplicity = 2

```
19
C4H12N2O, DFT ωB97M-V/def2-TZVPD
C 1.50 -1.05 -1.60
C -0.63 1.14 1.10
N -0.44 0.99 -0.29
H 0.82 1.32 -2.03
H 0.58 -1.59 -1.31
H -1.67 -1.14 0.98
H 1.75 -0.01 0.42
H -0.99 -0.42 2.33
H 2.83 0.53 -0.95
O -1.63 -2.08 0.63
H 2.21 -1.85 -1.71
H 1.13 -0.66 -2.54
H -1.03 0.25 -0.65
N -1.37 0.38 1.84
H 1.08 2.29 -0.47
H -2.22 -2.48 1.31
C 1.79 0.13 -0.70
C 0.82 1.30 -0.92
H 0.25 1.79 1.49
```

=====

C) # C4H12N2O

2 unconnected molecules or ions with the total composition C4H12N2O (ωB97M-V/def2-TZVPD, the OMol25 dataset).

Values from the calculation:
Lowest unoccupied orbital energy (alpha / beta) = 0.1553 / 0.1552 Ha
Expectation value of S² = 0.754
Total charge = -1
Spin multiplicity = 2

```
19
C4H12N2O, DFT ωB97M-V/def2-TZVPD
H 2.05 -2.16 -0.07
N 1.80 -2.46 0.87
H 0.26 -0.95 -1.08
H -1.98 -0.39 -2.08
O -0.47 3.49 -1.43
H 1.83 0.46 0.52
C 1.28 -1.31 1.65
C 0.89 -0.07 0.84
C -0.04 -0.23 -0.32
H -3.01 0.66 -1.38
H 1.06 -3.14 0.74
H 0.38 -1.64 2.17
H 0.44 0.63 1.56
H 2.06 -0.99 2.35
H -0.90 3.05 -2.17
H -0.77 2.98 -0.66
C -1.26 0.42 -0.34
H -1.60 1.16 0.39
N -2.04 0.48 -1.57
```

=====

Taking the most stable structure as the zero point, the relative energies in hartree are A) 0.0052; B) 0.0118; C) 0.0000.

=====

A) # C4H6BrClO

A molecular structure, C4H6BrClO (ωB97M-V/def2-TZVPD, the OMol25 dataset).

Values from the calculation:
Lowest unoccupied orbital energy = -0.0011 Ha

```
13
C4H6BrClO, DFT ωB97M-V/def2-TZVPD
H 1.15 -1.96 0.26
C 0.83 0.12 0.67
C 1.47 -1.01 -0.13
H 2.60 -0.75 -0.18
C -1.86 -0.15 -0.06
H -1.88 -0.45 0.92
Br 0.24 1.58 -1.84
O 0.89 0.24 1.86
H 1.13 -1.01 -1.16
H -2.56 0.56 -0.42
C -0.08 1.07 -0.03
Cl -0.48 2.57 0.80
H -1.43 -0.80 -0.71
```

=====

B) # C4H6BrClO

2 unconnected molecules or ions with the total composition C4H6BrClO (ωB97M-V/def2-TZVPD, the OMol25 dataset).

Values from the calculation:
Lowest unoccupied orbital energy (alpha / beta) = -0.0951 / -0.0959 Ha

```
13
C4H6BrClO, DFT ωB97M-V/def2-TZVPD
H 1.07 -0.09 -1.33
C 0.29 2.31 0.29
H -0.96 -0.41 1.59
Cl -3.04 3.16 1.01
H 1.39 -0.92 0.20
H -1.85 0.95 0.87
H -1.36 -0.44 -0.13
C 1.32 0.05 -0.28
C -1.07 0.20 0.70
O 0.73 1.81 1.42
C 0.24 0.87 0.38
Br 0.80 3.77 -0.65
H 2.28 0.56 -0.21
```

=====

Taking the most stable structure as the zero point, the relative energies in hartree are A) 0.0000; B) 0.0534.